Computed, not measured: a structure of composition H12O6 in a non-equilibrium geometry, with ωB97M-V with the def2-TZVPD basis set.

Positions of all 18 atoms, in Å:
O  -0.709  0.796  -2.237
H  -0.407  0.689  -1.335
H  -0.279  0.090  -2.720
O  -1.263  -0.092  1.491
H  -0.920  -0.626  2.207
H  -1.627  0.681  1.920
O  3.114  0.652  -0.816
H  3.878  0.082  -0.729
H  2.391  0.142  -0.450
O  -0.156  0.548  -0.266
H  0.728  0.222  -0.094
H  -0.605  0.481  0.577
O  1.636  -0.584  0.058
H  1.718  -0.685  1.006
H  1.674  -1.477  -0.283
O  -2.979  -0.502  0.228
H  -2.355  -0.134  0.853
H  -3.838  -0.285  0.591

Forces on atoms 1 to 2 (eV/Å):
-1.60 0.66 -6.70
-0.63 0.47 -0.87

Its orbital gap is 7.22 eV. The LUMO energy is -1.0 eV. Its total energy is -458.33714 Eh. The energy relative to the best compared isomer or geometry (same formula, charge and spin) comes out at 210.4 kcal per mole. The max |F| comes out at 8.67 eV Å⁻¹.


Computed, not measured: a cluster of 2 separate species, C3H8NOS in total, with ωB97M-V with the def2-TZVPD basis set.

Positions of all 14 atoms, in Å:
C  -3.738  0.695  -0.110
S  -1.961  0.644  -0.324
H  -4.070  1.687  0.191
H  -4.242  0.407  -1.030
H  -4.003  -0.001  0.688
O  3.287  -1.845  0.191
C  2.672  -0.893  -0.214
C  1.273  -0.541  0.235
N  1.180  0.913  0.402
H  3.090  -0.215  -0.984
H  0.591  -0.802  -0.576
H  1.044  -1.126  1.129
H  0.233  1.237  0.248
H  1.504  1.196  1.316

Forces on atoms 1 to 2 (eV/Å):
0.04 0.34 -0.07
-0.40 -0.11 -0.06

Its orbital gap (spin up / spin down) is 10.10 / 6.85 eV. Its spin multiplicity is 2. The LUMO energy (spin up / spin down) is 0.8 / -2.4 eV. Its total energy is -647.21152 Eh. As for the expectation value of S²: 0.75. The energy relative to the best compared isomer or geometry (same formula, charge and spin) comes out at 0.0 kcal per mole. The max |F| comes out at 0.70 eV Å⁻¹.


Computed, not measured: a cluster of 6 separate species, C19H38F3NO8S5 in total in a non-equilibrium geometry, with ωB97M-V with the def2-TZVPD basis set.

Positions of all 74 atoms, in Å:
N  -4.096  -6.162  -2.306
C  -3.375  -4.981  -2.918
C  -3.779  -4.235  -4.146
C  -2.869  -2.929  -4.660
O  -2.673  -2.648  -5.956
C  -2.266  -1.989  -3.415
C  -1.859  -2.736  -2.190
C  -1.279  -2.016  -0.811
C  -2.642  -1.531  0.026
O  -2.664  -2.136  1.398
C  -2.863  0.093  0.022
F  -2.299  0.793  -1.167
F  -4.355  0.321  -0.036
F  -2.379  0.644  1.322
C  -2.011  -4.400  -2.143
O  -1.126  -5.181  -1.518
H  -3.603  -6.460  -1.424
H  -4.113  -6.925  -3.017
H  -4.737  -4.568  -4.730
H  -2.174  -0.824  -3.458
H  -0.582  -1.104  -1.077
H  -0.616  -2.759  -0.177
H  -3.595  -2.000  -0.520
H  -1.735  -2.075  1.807
C  -1.115  2.788  3.004
S  -0.618  3.535  1.433
O  0.591  2.793  0.944
C  -0.047  5.100  2.138
H  -1.474  1.775  2.808
H  -0.261  2.743  3.684
H  -1.920  3.376  3.450
H  0.742  4.915  2.870
H  -0.886  5.615  2.612
H  0.348  5.721  1.331
C  -1.126  -9.255  -2.876
S  -1.948  -10.559  -1.930
O  -3.336  -10.083  -1.618
C  -0.956  -10.360  -0.430
H  -1.614  -9.173  -3.850
H  -1.209  -8.301  -2.350
H  -0.075  -9.515  -3.020
H  -1.049  -9.340  -0.052
H  0.090  -10.585  -0.652
H  -1.323  -11.060  0.324
C  -2.718  9.009  4.856
S  -2.245  7.336  5.356
O  -1.855  6.588  4.115
C  -3.910  6.797  5.814
H  -1.827  9.527  4.492
H  -3.462  8.965  4.058
H  -3.121  9.547  5.716
H  -4.581  6.887  4.958
H  -4.275  7.405  6.645
H  -3.861  5.751  6.128
C  2.854  4.205  -0.404
S  4.122  3.423  -1.430
O  5.429  4.093  -1.120
C  3.530  4.090  -3.004
H  3.051  3.954  0.641
H  2.889  5.290  -0.527
H  1.870  3.826  -0.686
H  3.523  5.182  -2.970
H  2.524  3.715  -3.205
H  4.204  3.757  -3.797
C  7.616  1.942  0.033
S  6.870  0.332  -0.320
O  6.414  -0.249  0.986
C  8.414  -0.496  -0.773
H  6.831  2.620  0.376
H  8.373  1.841  0.815
H  8.067  2.344  -0.876
H  9.122  -0.449  0.057
H  8.839  -0.017  -1.658
H  8.192  -1.542  -1.000

Forces on atoms 1 to 2 (eV/Å):
2.48 1.83 -1.38
-0.20 1.79 -1.86

Its orbital gap is 6.86 eV. The LUMO energy is -1.6 eV. Its total energy is -3693.52057 Eh. The max |F| comes out at 8.46 eV Å⁻¹.


Computed, not measured: a structure of composition C35H54N3O2PdS in a non-equilibrium geometry, with ωB97M-V with the def2-TZVPD basis set.

Positions of all 96 atoms, in Å:
Pd  0.507  0.228  0.103
C  -1.306  2.551  1.090
N  -1.404  1.618  -0.035
C  -1.552  2.394  -1.265
C  -2.526  0.682  0.134
C  -2.294  -0.664  -0.568
N  -1.161  -1.405  0.013
C  -0.670  -2.494  -0.842
C  -0.025  -2.244  -2.202
C  0.237  -3.382  -2.927
C  0.876  -3.357  -4.172
C  1.252  -2.113  -4.680
C  1.026  -0.930  -4.020
C  0.356  -0.963  -2.734
O  0.075  0.116  -2.126
C  1.445  0.406  -4.609
C  0.185  1.227  -4.924
C  2.250  0.261  -5.904
C  2.320  1.171  -3.605
C  1.152  -4.648  -4.909
C  1.883  -4.445  -6.241
C  -0.189  -5.346  -5.197
C  2.024  -5.543  -4.012
C  -1.543  -1.979  1.320
C  -0.412  -2.216  2.290
C  -0.203  -3.440  2.874
C  0.707  -3.602  3.931
C  1.469  -2.494  4.306
C  1.355  -1.254  3.718
C  0.334  -1.066  2.720
O  0.019  0.085  2.258
C  2.235  -0.077  4.100
C  2.928  0.425  2.822
C  3.324  -0.443  5.111
C  1.377  1.049  4.698
C  0.782  -4.916  4.681
C  1.898  -4.950  5.733
C  -0.569  -5.102  5.398
C  1.016  -6.078  3.701
H  -2.212  3.164  1.170
H  -1.161  2.008  2.022
H  -0.452  3.212  0.931
H  -2.425  3.054  -1.192
H  -0.664  3.004  -1.425
H  -1.682  1.736  -2.119
H  -2.661  0.519  1.205
H  -3.453  1.121  -0.255
H  -3.215  -1.261  -0.495
H  -2.084  -0.488  -1.624
H  0.075  -3.036  -0.242
H  -1.514  -3.180  -1.032
H  -0.062  -4.329  -2.504
H  1.743  -2.083  -5.636
H  -0.407  0.726  -5.688
H  -0.425  1.356  -4.035
H  0.471  2.208  -5.295
H  1.661  -0.195  -6.695
H  2.544  1.250  -6.245
H  3.156  -0.317  -5.741
H  1.746  1.439  -2.721
H  3.169  0.561  -3.305
H  2.695  2.084  -4.060
H  1.301  -3.834  -6.928
H  2.858  -3.985  -6.092
H  2.040  -5.413  -6.714
H  -0.823  -4.705  -5.806
H  -0.007  -6.271  -5.738
H  -0.718  -5.584  -4.279
H  2.947  -5.027  -3.755
H  1.509  -5.802  -3.092
H  2.270  -6.463  -4.538
H  -2.219  -1.272  1.808
H  -2.094  -2.917  1.164
H  -0.790  -4.280  2.532
H  2.175  -2.613  5.108
H  3.400  -0.407  2.299
H  2.205  0.907  2.156
H  3.695  1.155  3.070
H  3.966  -1.233  4.729
H  3.942  0.432  5.293
H  2.902  -0.749  6.063
H  0.586  1.339  4.012
H  0.926  0.728  5.635
H  2.001  1.918  4.889
H  1.736  -4.208  6.512
H  1.910  -5.928  6.210
H  2.873  -4.787  5.278
H  -0.743  -4.279  6.089
H  -1.391  -5.131  4.688
H  -0.562  -6.033  5.959
H  1.925  -5.907  3.129
H  1.124  -7.008  4.254
H  0.185  -6.193  3.011
S  3.461  2.199  -0.423
C  2.830  0.730  -0.385
N  2.452  -0.397  -0.388

Forces on atoms 1 to 2 (eV/Å):
-2.01 0.14 -0.92
-0.12 0.19 0.27

Its orbital gap (spin up / spin down) is 8.82 / 5.27 eV. Its spin multiplicity is 5. The LUMO energy (spin up / spin down) is -1.8 / -5.4 eV. Its total energy is -2206.59283 Eh. As for the expectation value of S²: 6.07. The energy relative to the best compared isomer or geometry (same formula, charge and spin) comes out at 15.3 kcal per mole. The max |F| comes out at 2.21 eV Å⁻¹. As for the net charge: +1.


Computed, not measured: a cluster of 2 separate species, C6H12O2 in total in a non-equilibrium geometry, with ωB97M-V with the def2-TZVPD basis set.

Positions of all 20 atoms, in Å:
C  1.526  -1.539  -0.380
C  1.050  -0.089  -0.415
C  1.143  1.278  0.665
C  2.361  0.760  0.138
H  1.243  -2.016  -1.320
H  1.015  -2.049  0.436
H  2.586  -1.716  -0.211
H  0.839  0.286  -1.412
H  0.779  0.958  1.632
H  0.726  2.181  0.243
H  2.887  1.250  -0.670
H  2.999  0.189  0.797
C  -3.214  0.580  0.114
O  -1.886  0.646  -0.378
C  -1.076  -0.470  -0.059
O  -1.143  -0.970  1.075
H  -3.912  0.315  -0.686
H  -3.458  1.564  0.518
H  -3.432  -0.118  0.926
H  -1.034  -1.041  -1.013

Forces on atoms 1 to 2 (eV/Å):
-1.21 -0.43 0.95
3.08 3.06 0.21

Its orbital gap is 9.57 eV. The structure (SMILES) is CC1CC1.COC=O. The LUMO energy is 0.9 eV. Its total energy is -386.14328 Eh. The energy relative to the best compared isomer or geometry (same formula, charge and spin) comes out at 111.0 kcal per mole. The max |F| comes out at 4.35 eV Å⁻¹.


Computed, not measured: an isolated molecule of C4H2O2, with ωB97M-V with the def2-TZVPD basis set.

Positions of all 8 atoms, in Å:
O  -1.023  2.606  0.794
C  -0.301  1.769  0.433
C  0.692  0.975  0.073
C  0.832  -0.309  -0.234
C  -0.369  -1.209  -0.247
O  -0.309  -2.383  0.009
H  1.807  -0.776  -0.392
H  -1.328  -0.673  -0.435

Forces on atoms 1 to 2 (eV/Å):
0.62 -0.53 -0.28
-0.33 0.26 0.05

Its orbital gap is 8.14 eV. The structure (SMILES) is O=C=C=CC=O. The LUMO energy is -1.5 eV. Its total energy is -304.00586 Eh. The energy relative to the best compared isomer or geometry (same formula, charge and spin) comes out at 2.5 kcal per mole. The max |F| comes out at 0.86 eV Å⁻¹.